A structure of composition C43H42IN4O6SbTl, computed with the ωB97M-V functional and the def2-TZVPD basis.

Element x y z (Å)
Tl 0.101 -1.037 0.021
C 0.786 -0.353 3.590
C 2.064 -0.477 2.766
O 2.092 0.331 1.588
C 2.205 1.722 1.781
C 0.880 2.469 1.848
O 0.154 2.405 0.608
C -1.136 3.039 0.676
C -2.144 2.263 1.516
O -2.113 0.893 1.167
C -2.597 0.036 2.199
C -1.575 -0.159 3.315
O -0.336 -0.548 2.743
H 0.733 0.632 4.072
H 0.813 -1.104 4.386
H 2.165 -1.498 2.394
H 2.918 -0.239 3.407
H 2.784 2.112 0.936
H 2.760 1.941 2.699
H 1.071 3.517 2.101
H 0.254 2.026 2.622
H -1.494 3.093 -0.354
H -1.046 4.053 1.078
H -3.137 2.680 1.312
H -1.941 2.399 2.582
H -2.798 -0.911 1.703
H -3.529 0.422 2.623
H -1.940 -0.915 4.018
H -1.450 0.774 3.881
O -3.182 -4.112 -6.506
N -3.317 -4.831 -5.535
O -3.731 -5.965 -5.531
C -2.960 -4.261 -4.217
C -3.638 -4.741 -3.153
C -3.366 -4.262 -1.840
C -4.034 -4.771 -0.713
C -3.653 -4.353 0.536
C -2.651 -3.384 0.636
N -2.049 -2.852 -0.409
C -2.356 -3.298 -1.639
C -1.593 -2.828 -2.777
N -0.560 -1.998 -2.561
C 0.203 -1.622 -3.561
C -0.027 -2.016 -4.879
C -1.090 -2.845 -5.139
C -1.902 -3.296 -4.079
H -4.382 -5.513 -3.303
H -4.825 -5.498 -0.841
H -4.100 -4.763 1.430
H -2.322 -3.039 1.611
H 1.047 -0.988 -3.302
H 0.629 -1.693 -5.674
H -1.301 -3.158 -6.148
C 1.441 6.947 -4.288
C 2.572 6.185 -4.019
C 2.487 5.081 -3.187
C 1.232 4.736 -2.691
C 0.091 5.499 -2.923
C 0.204 6.605 -3.746
Sb 1.038 2.789 -1.811
C -0.645 1.978 -2.890
C -1.623 1.184 -2.314
C -2.660 0.724 -3.114
C -2.709 1.058 -4.459
C -1.719 1.856 -5.020
C -0.678 2.332 -4.236
C 2.864 1.779 -2.374
C 4.000 1.835 -1.582
C 5.168 1.250 -2.050
C 5.184 0.640 -3.297
C 4.037 0.602 -4.079
C 2.854 1.163 -3.618
H 1.524 7.824 -4.916
H 3.528 6.448 -4.449
H 3.371 4.500 -2.958
H -0.869 5.238 -2.494
H -0.673 7.199 -3.961
H -1.608 0.929 -1.262
H -3.438 0.115 -2.674
H -3.529 0.713 -5.074
H -1.761 2.128 -6.066
H 0.079 2.971 -4.675
H 4.000 2.329 -0.620
H 6.063 1.285 -1.443
H 6.099 0.197 -3.668
H 4.062 0.149 -5.061
H 1.963 1.137 -4.233
I 0.772 -4.561 0.337
C 2.578 -3.770 -0.403
C 3.583 -4.605 -0.864
C 4.745 -4.005 -1.323
C 4.859 -2.623 -1.275
C 3.797 -1.888 -0.777
N 2.662 -2.453 -0.366
H 3.462 -5.678 -0.866
H 5.552 -4.616 -1.704
H 5.758 -2.130 -1.615
H 3.840 -0.811 -0.677

Cartesian forces, eV/Å:
Tl 0.0 -0.4 -0.5
C 0.2 0.0 -0.1
C -0.2 -0.1 0.1
O 0.0 0.4 0.0
C -0.3 -0.2 -0.1
C 0.6 0.0 0.5
O 0.6 0.1 -1.4
C -0.7 0.1 0.0
C 0.1 -0.2 0.0
O 0.1 0.3 0.0
C 0.3 -0.2 0.1
C -0.2 0.1 -0.1
O 0.0 0.1 0.1
H -0.1 0.0 0.0
H 0.0 0.0 0.0
H 0.1 0.0 0.1
H 0.0 -0.1 0.0
H 0.0 0.0 0.1
H 0.0 0.1 0.0
H 0.0 0.0 0.0
H -0.1 0.0 -0.1
H 0.0 0.0 0.0
H 0.1 0.0 -0.1
H 0.0 0.1 0.1
H 0.0 0.0 0.0
H -0.1 0.0 0.0
H 0.0 -0.1 0.0
H 0.0 0.0 0.0
H 0.1 0.0 0.0
O -0.1 -0.1 0.0
N 0.0 0.0 0.2
O 0.0 0.1 -0.2
C -0.1 -0.1 0.4
C 0.0 0.0 -0.4
C 0.3 0.2 0.2
C 0.0 0.0 0.0
C 0.0 0.0 0.1
C -0.2 0.0 -0.2
N 0.3 0.3 0.2
C -0.4 -0.3 0.1
C 0.0 -0.2 -0.6
N 0.1 0.1 0.5
C -0.1 -0.1 0.0
C 0.0 0.0 0.0
C 0.1 0.0 0.0
C 0.1 0.1 0.1
H 0.0 0.0 0.0
H 0.0 -0.1 0.0
H -0.1 0.0 0.0
H 0.0 0.0 0.0
H 0.0 0.0 0.0
H 0.0 0.0 0.0
H 0.0 0.0 0.0
C 0.0 0.0 0.0
C 0.0 0.0 0.0
C 0.3 0.0 0.1
C -0.1 -0.7 0.9
C -0.3 0.1 0.1
C -0.1 -0.1 0.0
Sb -0.1 0.0 -1.4
C 0.3 0.1 0.8
C 0.0 -0.1 0.2
C 0.0 0.0 0.0
C 0.0 0.0 0.0
C 0.0 -0.1 0.0
C 0.2 0.3 -0.1
C -0.3 0.2 0.9
C 0.1 0.1 0.1
C 0.0 0.1 0.0
C 0.0 0.0 0.0
C 0.1 0.1 0.0
C -0.4 0.0 -0.1
H 0.0 0.0 0.0
H 0.0 0.0 0.0
H 0.0 0.0 0.0
H 0.0 0.0 0.0
H 0.0 0.0 0.0
H 0.0 0.0 0.0
H 0.0 0.0 0.0
H 0.0 0.0 0.0
H 0.0 0.0 0.0
H 0.0 0.0 -0.1
H 0.1 0.0 0.0
H 0.0 0.0 0.0
H 0.0 0.0 0.0
H 0.0 0.0 0.0
H 0.0 -0.1 0.0
I 0.3 0.0 -0.1
C -0.2 0.0 0.1
C 0.0 0.0 0.0
C -0.1 0.0 0.0
C 0.0 0.1 0.0
C 0.1 -0.1 -0.1
N -0.2 0.1 0.2
H 0.0 0.0 0.0
H 0.0 0.0 0.0
H 0.0 0.0 0.0
H 0.0 0.0 -0.1

Its net charge is +3. Its energy relative to the best compared isomer or geometry (same formula, charge and spin) is 0.00 kcal/mol.

A structure of composition C43H43Cl3IrN4OP2S, computed with the ωB97M-V functional and the def2-TZVPD basis.

Element x y z (Å)
Ir 1.180 -1.989 -0.354
C 4.238 -3.825 -0.862
P 3.525 -2.265 -0.277
C 4.642 -1.012 -0.985
C 3.949 -2.217 1.506
C 3.208 -1.041 2.143
P 1.424 -1.209 1.768
C 0.706 0.408 2.148
C 0.792 -2.268 3.088
H 5.287 -3.906 -0.576
H 4.169 -3.885 -1.949
H 3.665 -4.649 -0.441
H 5.659 -1.163 -0.622
H 4.309 -0.007 -0.726
H 4.651 -1.097 -2.072
H 5.030 -2.138 1.641
H 3.627 -3.167 1.942
H 3.551 -0.095 1.713
H 3.369 -0.986 3.221
H 0.935 0.679 3.180
H -0.376 0.351 2.025
H 1.096 1.169 1.471
H 1.009 -1.834 4.065
H 1.227 -3.265 3.021
H -0.286 -2.368 2.963
N -8.753 -0.666 0.447
C -7.618 -0.826 0.371
C -6.198 -1.025 0.273
C -5.649 -1.572 -0.885
C -4.283 -1.757 -0.977
C -3.443 -1.401 0.082
C -4.007 -0.856 1.239
C -5.372 -0.668 1.337
C -2.026 -1.596 -0.023
C -0.827 -1.744 -0.143
H -6.299 -1.846 -1.705
H -3.846 -2.175 -1.873
H -3.363 -0.583 2.065
H -5.807 -0.246 2.233
Cl -3.117 9.193 -1.491
C -2.230 7.713 -1.375
C -0.941 7.643 -1.876
C -0.245 6.453 -1.754
C -0.798 5.330 -1.147
C 0.038 4.068 -1.051
C -0.504 2.997 -1.995
N 0.323 1.801 -1.976
C 1.419 1.538 -2.761
C 1.932 0.363 -2.314
N 1.169 -0.085 -1.257
C 0.209 0.807 -1.087
O 0.088 3.505 0.247
C 1.137 4.018 1.069
C 1.103 5.505 1.226
C 2.020 6.367 0.706
Cl 3.407 5.960 -0.228
S 1.643 8.011 1.003
C 0.219 7.562 1.845
C 0.058 6.216 1.892
C -2.102 5.437 -0.667
Cl -2.903 4.105 0.117
C -2.821 6.616 -0.774
H -0.489 8.508 -2.340
H 0.774 6.400 -2.122
H 1.058 4.318 -1.373
H -0.531 3.389 -3.011
H -1.515 2.716 -1.706
H 1.720 2.189 -3.563
H 2.768 -0.199 -2.687
H -0.592 0.733 -0.372
H 2.107 3.709 0.663
H 0.994 3.536 2.036
H -0.416 8.323 2.269
H -0.779 5.726 2.371
H -3.828 6.676 -0.388
C -1.117 -3.301 -3.562
C 0.135 -2.801 -3.406
C 0.950 -3.192 -2.299
C 0.393 -4.088 -1.321
C -0.871 -4.693 -1.579
C -1.587 -4.298 -2.664
N 1.068 -4.092 -0.143
C 0.555 -4.876 0.941
C 1.372 -5.865 1.470
C 0.939 -6.632 2.545
C -0.315 -6.414 3.093
C -1.137 -5.427 2.562
C -0.706 -4.656 1.495
H -1.734 -3.002 -4.398
H 0.549 -2.125 -4.145
H 2.019 -3.195 -2.442
H -1.257 -5.432 -0.893
H -2.556 -4.749 -2.846
H 2.350 -6.033 1.035
H 1.582 -7.402 2.949
H -0.654 -7.011 3.929
H -2.118 -5.255 2.988
H -1.327 -3.870 1.086

Cartesian forces, eV/Å:
Ir 0.2 0.4 0.2
C 0.0 0.0 0.0
P -0.1 -0.1 0.0
C 0.0 0.0 0.0
C 0.0 0.1 0.0
C 0.0 0.0 0.0
P 0.0 -0.1 0.0
C 0.0 0.0 0.0
C 0.0 0.0 0.0
H 0.0 0.0 0.0
H 0.0 0.0 0.0
H 0.0 0.0 0.0
H 0.0 0.0 0.0
H 0.0 0.0 0.0
H 0.0 0.0 0.0
H 0.0 0.0 0.0
H 0.0 0.0 0.0
H 0.0 0.0 0.0
H 0.0 0.0 0.0
H 0.0 0.0 0.0
H 0.0 0.0 0.0
H 0.0 0.0 0.0
H 0.0 0.0 0.0
H 0.0 0.0 0.0
H 0.0 0.0 0.0
N 0.0 0.0 0.0
C 0.0 0.0 0.0
C 0.0 0.0 0.0
C 0.0 0.0 0.0
C 0.0 0.0 0.0
C 0.0 0.0 0.0
C 0.0 0.0 0.0
C 0.0 0.0 0.0
C 0.0 0.2 0.0
C -0.1 -0.2 0.0
H 0.0 0.0 0.0
H 0.0 0.0 0.0
H 0.0 0.0 0.0
H 0.0 0.0 0.0
Cl 0.0 0.0 0.0
C 0.0 0.0 0.0
C 0.0 0.0 0.0
C 0.0 0.0 0.0
C 0.0 0.0 0.0
C 0.0 0.0 0.0
C 0.0 0.0 0.0
N 0.0 0.0 0.0
C 0.0 0.0 0.0
C 0.0 0.0 0.0
N -0.2 0.0 0.0
C 0.0 0.0 0.0
O 0.0 0.0 0.0
C 0.0 0.0 0.0
C 0.0 0.0 0.0
C 0.0 0.0 0.0
Cl 0.0 0.0 0.0
S 0.0 0.0 0.0
C 0.0 0.0 0.0
C 0.0 0.0 0.0
C 0.0 0.0 0.0
Cl 0.0 0.0 0.0
C 0.0 0.0 0.0
H 0.0 0.0 0.0
H 0.0 0.0 0.0
H 0.0 0.0 0.0
H 0.0 0.0 0.0
H 0.0 0.0 0.0
H 0.0 0.0 0.0
H 0.0 0.0 0.0
H 0.0 0.0 0.0
H 0.0 0.0 0.0
H 0.0 0.0 0.0
H 0.0 0.0 0.0
H 0.0 0.0 0.0
H 0.0 0.0 0.0
C -0.1 -0.1 0.0
C 0.2 0.1 0.1
C -0.3 -0.2 -0.1
C 0.0 0.1 0.0
C 0.1 0.0 0.1
C 0.0 0.1 -0.1
N -0.1 -0.3 0.0
C 0.0 0.3 0.0
C 0.0 0.0 0.1
C 0.0 0.0 0.0
C 0.0 0.0 0.0
C 0.0 0.0 0.0
C 0.0 -0.1 0.0
H 0.0 0.0 0.0
H 0.0 0.0 0.0
H 0.1 0.0 -0.1
H 0.0 0.0 0.0
H 0.0 0.0 0.0
H 0.0 0.0 0.0
H 0.0 0.0 0.0
H 0.0 0.0 0.0
H 0.0 0.0 0.0
H 0.0 0.0 0.0

Its net charge is +1. Its energy relative to the best compared isomer or geometry (same formula, charge and spin) is 14.30 kcal/mol.

A structure of composition C43H43GeN6P2PbSSe3, computed with the ωB97M-V functional and the def2-TZVPD basis.

Element x y z (Å)
Pb 1.264 1.336 1.732
N 3.399 0.520 6.046
C 2.549 0.527 7.139
C 3.067 0.444 8.428
C 2.203 0.442 9.499
C 0.807 0.520 9.313
C 0.280 0.602 8.051
C 1.152 0.608 6.950
S 0.520 0.712 5.380
N 1.798 0.778 4.374
C 3.044 0.668 4.760
C 4.131 0.703 3.724
C 5.467 0.734 4.073
C 6.428 0.752 3.069
C 6.019 0.748 1.755
C 4.654 0.738 1.486
N 3.730 0.716 2.442
H 4.381 0.407 6.256
H 4.138 0.385 8.585
H 2.606 0.381 10.502
H 0.148 0.516 10.171
H -0.792 0.665 7.901
H 5.804 0.762 5.101
H 7.480 0.780 3.324
H 6.732 0.764 0.942
H 4.287 0.765 0.463
Se 1.609 0.944 -5.414
P 0.275 -0.421 -4.306
C 0.603 -2.116 -4.720
C 1.241 -2.946 -3.799
C 1.590 -4.235 -4.170
C 1.326 -4.687 -5.456
C 0.723 -3.848 -6.387
C 0.365 -2.560 -6.027
C -1.421 0.046 -4.609
C -2.345 -0.806 -5.211
C -3.612 -0.331 -5.520
C -3.961 0.973 -5.207
C -3.046 1.816 -4.583
C -1.772 1.363 -4.294
C 0.780 -0.029 -2.606
C 0.593 -0.344 -1.253
N 1.358 0.539 -0.580
N 1.972 1.353 -1.434
N 1.643 1.019 -2.648
P -0.267 -1.590 -0.268
Se -0.048 -1.094 1.854
C -1.992 -1.719 -0.702
C -2.340 -2.217 -1.962
C -3.675 -2.396 -2.279
C -4.663 -2.063 -1.360
C -4.320 -1.553 -0.116
C -2.984 -1.388 0.220
C 0.550 -3.157 -0.543
C -0.158 -4.334 -0.770
C 0.535 -5.526 -0.940
C 1.920 -5.542 -0.879
C 2.629 -4.366 -0.643
C 1.947 -3.175 -0.468
H 1.471 -2.590 -2.803
H 2.084 -4.884 -3.458
H 1.612 -5.691 -5.744
H 0.545 -4.194 -7.397
H -0.061 -1.899 -6.771
H -2.093 -1.832 -5.432
H -4.328 -0.983 -6.005
H -4.949 1.341 -5.457
H -3.322 2.836 -4.347
H -1.045 2.033 -3.848
H -1.574 -2.499 -2.677
H -3.951 -2.808 -3.241
H -5.705 -2.213 -1.614
H -5.092 -1.298 0.599
H -2.715 -1.020 1.200
H -1.239 -4.334 -0.799
H -0.011 -6.444 -1.115
H 2.454 -6.475 -1.006
H 3.710 -4.386 -0.591
H 2.495 -2.258 -0.280
C -3.214 3.119 -0.744
Ge -2.164 4.687 -0.275
C -0.391 4.576 -1.056
C -3.080 6.323 -0.754
C -1.948 4.792 1.674
Se -1.279 3.210 2.578
C -2.845 2.045 2.441
H -3.365 3.109 -1.826
H -4.199 3.156 -0.275
H -2.714 2.189 -0.458
H -0.464 4.526 -2.144
H 0.153 3.693 -0.706
H 0.184 5.467 -0.800
H -3.241 6.363 -1.833
H -2.487 7.193 -0.467
H -4.051 6.381 -0.261
H -2.883 5.072 2.160
H -1.225 5.580 1.894
H -3.659 2.634 2.030
H -3.121 1.696 3.433
H -2.640 1.203 1.787

Cartesian forces, eV/Å:
Pb -0.1 0.5 -0.6
N 0.2 0.0 0.0
C -0.3 0.0 0.2
C 0.1 0.0 -0.1
C -0.2 0.0 0.1
C 0.1 0.0 0.1
C 0.1 0.0 -0.1
C 0.2 0.0 0.4
S -0.4 0.1 -0.3
N 0.5 -0.1 0.1
C -0.1 0.0 -0.4
C -0.2 0.0 0.0
C 0.1 0.0 0.1
C 0.1 0.0 0.1
C 0.0 0.0 -0.1
C -0.1 0.0 0.0
N 0.1 -0.2 0.2
H 0.0 0.0 0.0
H 0.0 0.0 0.0
H 0.0 0.0 0.0
H 0.1 0.0 0.0
H 0.1 0.0 0.0
H 0.0 0.0 0.0
H 0.0 0.0 0.0
H 0.0 0.0 0.0
H 0.0 0.0 0.1
Se 0.0 0.0 0.1
P 0.0 0.0 0.3
C 0.1 -0.2 -0.1
C -0.1 0.0 -0.1
C 0.0 -0.1 0.0
C 0.0 0.0 0.0
C 0.0 0.0 0.0
C 0.1 0.0 0.1
C -0.1 0.0 0.0
C 0.0 0.0 0.1
C 0.0 -0.1 0.0
C 0.0 0.1 0.0
C 0.0 0.0 0.0
C -0.1 0.0 0.0
C 0.1 0.1 -0.2
C -0.1 0.0 -0.3
N 0.1 0.2 0.0
N -0.1 -0.2 0.1
N -0.1 -0.1 0.3
P 0.0 0.1 0.0
Se 0.0 0.0 0.1
C -0.1 0.0 -0.1
C 0.0 0.0 0.1
C 0.0 0.0 -0.1
C 0.0 0.0 0.0
C 0.0 0.0 0.0
C -0.1 0.0 -0.1
C 0.1 -0.1 0.0
C 0.1 0.0 0.1
C 0.0 0.0 0.0
C 0.0 0.0 0.1
C 0.0 0.0 0.0
C 0.0 -0.1 0.0
H 0.0 0.0 -0.2
H 0.0 0.1 -0.1
H 0.0 0.0 0.0
H 0.0 0.0 0.0
H -0.1 0.0 0.0
H 0.1 -0.1 -0.1
H 0.0 0.0 0.0
H 0.0 0.0 0.0
H 0.0 0.0 0.0
H 0.0 0.0 0.0
H 0.0 0.0 0.0
H 0.0 0.0 0.0
H 0.0 0.0 0.0
H 0.0 0.0 0.0
H 0.0 0.0 0.0
H 0.0 0.0 0.0
H 0.0 0.0 0.0
H 0.0 0.0 0.0
H 0.0 0.0 0.0
H 0.0 0.0 0.0
C -0.1 -0.1 -0.1
Ge -0.1 0.1 0.0
C 0.1 0.0 -0.1
C 0.0 0.1 -0.2
C 0.0 0.2 0.0
Se -0.1 -0.3 0.2
C 0.0 0.0 0.0
H 0.0 -0.1 0.1
H 0.0 -0.1 0.0
H 0.0 0.0 0.0
H 0.1 0.0 0.0
H 0.0 0.0 0.0
H 0.0 -0.1 0.0
H 0.0 0.1 0.1
H -0.1 0.0 0.0
H 0.0 0.0 0.0
H 0.1 -0.1 0.1
H 0.0 0.0 0.1
H 0.0 0.0 0.0
H 0.0 0.0 0.0
H 0.0 0.0 0.0

Its net charge is +3. For the electronic energy, the calculation gives -12547.02937 a.u.

A structure of composition C43H44As2N3O4Sc, computed with the ωB97M-V functional and the def2-TZVPD basis.

Element x y z (Å)
Sc -1.402 0.326 0.513
C -0.164 2.176 -1.924
C 1.302 1.991 -1.532
As 1.409 1.009 0.179
C 1.915 2.363 1.459
C 2.982 3.215 1.188
C 3.349 4.174 2.118
C 2.664 4.270 3.324
C 1.612 3.410 3.603
C 1.232 2.455 2.668
C 3.030 -0.031 0.048
C 3.330 -0.837 1.145
C 4.519 -1.545 1.185
C 5.421 -1.443 0.133
C 5.133 -0.625 -0.951
C 3.936 0.081 -0.998
As -1.182 2.883 -0.411
C -0.988 4.784 -0.344
C -0.164 5.359 0.617
C -0.008 6.739 0.629
C -0.670 7.523 -0.305
C -1.493 6.938 -1.261
C -1.656 5.563 -1.286
C -3.007 2.491 -0.918
C -4.016 2.964 -0.071
C -5.327 2.564 -0.258
C -5.648 1.657 -1.266
C -4.656 1.179 -2.109
C -3.336 1.599 -1.943
H -0.622 1.192 -2.107
H -0.299 2.765 -2.832
H 1.809 2.949 -1.420
H 1.825 1.418 -2.298
H 3.541 3.123 0.263
H 4.180 4.835 1.912
H 2.963 5.010 4.055
H 1.088 3.478 4.547
H 0.404 1.789 2.891
H 2.654 -0.884 1.992
H 4.748 -2.169 2.041
H 6.355 -1.988 0.165
H 5.843 -0.530 -1.762
H 3.735 0.719 -1.851
H 0.353 4.747 1.346
H 0.629 7.199 1.372
H -0.548 8.597 -0.288
H -2.008 7.555 -1.984
H -2.303 5.107 -2.026
H -3.774 3.657 0.728
H -6.106 2.958 0.382
H -6.675 1.348 -1.409
H -4.908 0.506 -2.919
H -2.594 1.266 -2.657
C -5.323 -0.103 2.290
C -3.917 -0.610 2.072
C -3.792 -2.111 2.266
O -3.477 -0.280 0.687
C -2.912 0.116 2.985
O -3.144 0.377 4.122
O -1.747 0.374 2.367
H -6.024 -0.626 1.637
H -5.387 0.971 2.120
H -5.610 -0.296 3.322
H -4.481 -2.633 1.603
H -4.043 -2.362 3.296
H -2.775 -2.452 2.064
H -4.250 -0.080 0.137
C 2.903 -3.536 -4.525
C 2.649 -4.224 -3.213
C 3.070 -3.667 -2.010
C 2.872 -4.319 -0.802
C 2.207 -5.534 -0.775
N 1.942 -6.208 0.450
C 1.661 -5.644 1.663
O 1.910 -6.169 2.719
N 1.066 -4.362 1.664
C 0.207 -3.776 0.754
C -0.468 -4.470 -0.255
C -1.285 -3.778 -1.128
C -1.467 -2.419 -0.958
N -0.859 -1.750 0.031
C -0.027 -2.408 0.849
C 1.786 -6.111 -1.969
C 2.015 -5.466 -3.171
H 3.260 -2.517 -4.375
H 2.001 -3.498 -5.136
H 3.660 -4.070 -5.102
H 3.593 -2.718 -2.011
H 3.246 -3.881 0.114
H 2.292 -7.151 0.548
H 1.088 -3.970 2.594
H -0.357 -5.540 -0.341
H -1.799 -4.295 -1.926
H -2.130 -1.856 -1.606
H 0.461 -1.825 1.622
H 1.281 -7.071 -1.950
H 1.697 -5.935 -4.094

Cartesian forces, eV/Å:
Sc -0.2 0.1 0.5
C 0.0 -0.1 0.0
C 0.0 0.0 0.0
As 0.0 0.0 -0.1
C 0.0 0.0 0.0
C 0.0 0.0 0.0
C 0.0 0.0 0.0
C 0.0 0.0 0.0
C 0.0 0.0 0.0
C 0.0 0.0 0.0
C 0.0 0.0 0.2
C 0.0 0.0 0.0
C 0.0 0.0 0.0
C 0.0 0.0 0.0
C 0.0 0.0 0.0
C 0.0 0.0 -0.1
As 0.1 0.2 0.0
C 0.0 0.0 -0.1
C 0.0 0.0 0.0
C 0.0 0.0 0.0
C 0.0 0.0 0.0
C 0.0 0.0 0.0
C 0.0 0.0 0.0
C -0.1 -0.1 -0.1
C 0.0 0.0 0.0
C 0.0 0.0 0.0
C 0.0 0.0 0.0
C 0.0 0.0 0.0
C 0.0 0.0 0.0
H 0.2 0.0 -0.2
H 0.0 0.0 0.0
H 0.0 0.0 0.0
H 0.0 0.0 0.0
H 0.0 0.0 0.0
H 0.0 0.0 0.0
H 0.0 0.0 0.0
H 0.0 0.0 0.0
H 0.0 0.0 0.0
H 0.0 0.0 0.0
H 0.0 0.0 0.0
H 0.0 0.0 0.0
H 0.0 0.0 0.0
H 0.0 0.0 0.1
H 0.0 0.0 0.0
H 0.0 0.0 0.0
H 0.0 0.0 0.0
H 0.0 0.0 0.0
H 0.0 0.0 0.0
H 0.0 0.0 0.0
H 0.0 0.0 0.0
H 0.0 0.0 0.0
H 0.0 0.0 0.0
H 0.0 0.0 0.0
C 0.0 0.0 0.0
C 0.0 0.1 0.0
C 0.0 0.0 0.0
O 0.0 -0.1 0.1
C -0.1 -0.1 0.1
O 0.0 0.0 0.0
O 0.3 0.0 -0.2
H 0.0 0.0 0.0
H 0.0 0.0 0.0
H 0.0 0.0 0.0
H 0.0 0.0 0.0
H 0.0 0.0 0.0
H 0.0 0.0 0.0
H 0.1 0.1 0.0
C 0.0 0.0 0.0
C 0.0 0.0 0.0
C 0.0 0.0 0.0
C 0.0 0.0 0.0
C 0.0 0.0 0.0
N -0.1 -0.1 0.0
C 0.1 0.0 0.0
O 0.0 0.0 0.0
N 0.0 0.0 0.0
C 0.0 0.0 0.0
C 0.0 0.0 0.0
C 0.0 0.0 0.0
C 0.0 0.0 0.0
N 0.0 -0.1 -0.1
C 0.0 0.0 0.0
C 0.0 0.0 0.0
C 0.0 0.0 0.0
H 0.0 0.0 0.0
H 0.0 0.0 0.0
H 0.0 0.0 0.0
H 0.0 0.0 0.0
H 0.0 0.0 0.0
H 0.0 0.0 0.0
H 0.0 0.0 0.0
H 0.0 0.0 0.0
H 0.0 0.0 0.0
H 0.0 0.0 0.0
H 0.0 0.0 0.0
H 0.0 0.0 0.0
H 0.0 0.0 0.0

Its net charge is +2. Its energy relative to the best compared isomer or geometry (same formula, charge and spin) is 7.44 kcal/mol.

Looking at maximum force for the records above, in order, we have 1.47, 0.47, 0.80, 0.52 eV/A.